This record from OMol25 describes a 9-piece molecular cluster, C20H44F12N9O26S12 overall. The level of theory is ωB97M-V/def2-TZVPD.

Positions of all 123 atoms, in Å:
C  6.24897  2.14190  -1.31577
C  5.61938  1.56634  -0.05837
O  4.64179  1.99359  0.42756
N  6.42871  0.51570  0.71327
H  7.31435  0.32438  0.25584
H  6.55900  0.86800  1.65862
C  5.72149  -0.85810  0.65952
H  7.10142  1.53898  -1.63630
H  6.67181  3.09530  -0.99737
H  5.54506  2.20714  -2.14234
H  5.57869  -1.25332  -0.34391
H  4.81303  -0.80887  1.25343
H  6.40788  -1.54503  1.15243
C  -3.05677  -3.54156  -3.36762
C  -2.50987  -2.43201  -4.31438
C  -1.40031  -3.06037  -5.17084
C  -1.12725  -2.32469  -6.45837
C  -2.35639  -1.90082  -7.28553
C  -3.47485  -1.17534  -6.53841
N  -3.61943  -1.93299  -5.20254
O  -4.71709  -1.90799  -4.71341
C  -4.78271  -1.29076  -7.34954
C  -3.03443  0.28466  -6.29741
C  -1.96967  -1.19050  -3.56284
H  -3.82798  -3.26323  -2.65578
H  -2.21150  -4.02287  -2.87041
H  -3.32772  -4.44732  -3.91962
H  -1.64917  -4.07737  -5.48834
H  -0.43648  -3.15960  -4.67292
H  -0.28631  -2.61001  -7.09328
H  -0.61791  -1.38229  -6.20845
H  -2.79965  -2.82339  -7.68359
H  -2.18297  -1.40499  -8.24085
H  -5.58481  -0.59593  -7.09598
H  -5.22868  -2.27340  -7.18885
H  -4.68661  -1.12011  -8.42163
H  -2.82263  0.76764  -7.24771
H  -2.20465  0.37019  -5.59446
H  -3.75086  0.86441  -5.71021
H  -1.46042  -1.49100  -2.64652
H  -2.75175  -0.51425  -3.22098
H  -1.19487  -0.64626  -4.09538
C  -0.10023  1.42733  4.43895
C  -0.26440  0.32158  3.38975
C  1.00833  0.15569  2.56712
N  0.71334  0.29971  1.02963
C  0.11871  1.64920  0.73307
C  -0.14364  -0.82143  0.41576
C  0.70905  -1.60962  -0.63324
C  2.12884  -1.28862  -0.22496
C  2.01748  0.12508  0.22880
H  0.94109  1.69926  4.58455
H  -0.55691  1.05508  5.35601
H  -0.70062  2.33251  4.33090
H  -1.20756  0.27314  2.84900
H  -0.16335  -0.60306  3.96473
H  1.45170  -0.84090  2.56780
H  1.81135  0.87502  2.72104
H  0.00880  1.75705  -0.34802
H  0.78533  2.43594  1.07622
H  -0.92501  1.65099  1.03981
H  -1.05918  -0.44142  -0.03557
H  -0.48295  -1.52101  1.17966
H  0.51787  -1.24760  -1.64494
H  0.42173  -2.64721  -0.80850
H  2.88474  -1.42237  -0.99659
H  2.41063  -1.90148  0.63473
H  2.06228  0.72587  -0.68089
H  2.86092  0.56277  0.76182
N  2.21524  -0.87336  7.80620
S  0.61301  -1.24998  7.37186
O  0.38957  -2.19043  6.31513
O  -0.31009  -0.19619  7.68393
F  0.40251  -2.16509  8.69958
S  2.58420  0.06170  6.64172
O  1.98164  1.38687  6.71927
O  2.67828  -0.56999  5.34463
F  4.09813  0.33965  7.03437
N  -3.50931  4.72437  7.15337
S  -4.25230  3.37544  7.27317
O  -4.78287  3.02943  8.56584
O  -3.93991  2.33120  6.31565
F  -5.69309  3.91088  6.71506
S  -2.07147  4.08756  7.53488
O  -1.36836  3.45878  6.45854
O  -1.91358  3.59931  8.86567
F  -1.24667  5.46154  7.55442
N  -5.41479  -2.28968  0.51624
S  -4.35252  -3.02757  1.33205
O  -3.57004  -2.25644  2.26909
O  -3.62580  -4.10094  0.69294
F  -5.34083  -3.88915  2.32516
S  -4.60032  -1.02503  -0.08127
O  -3.54062  -1.36687  -1.02190
O  -4.30322  0.05558  0.81018
F  -5.75335  -0.37149  -0.95240
N  4.45460  -3.33346  1.35978
S  4.39647  -4.75855  0.65403
O  3.19779  -5.56866  0.76180
O  5.67669  -5.38164  0.44438
F  4.17696  -4.06436  -0.78579
S  4.02339  -3.97114  2.82279
O  4.83685  -5.00219  3.37861
O  2.65547  -3.94435  3.18698
F  4.60806  -2.67175  3.66012
N  0.69184  0.62968  -2.99939
S  0.29519  1.81604  -3.80970
O  -0.08988  1.57993  -5.18953
O  0.94144  3.06163  -3.39282
F  -1.21396  1.99197  -3.18647
S  2.33293  0.60607  -3.62545
O  3.30337  1.17596  -2.71660
O  2.49659  0.69063  -5.05936
F  2.58170  -0.95749  -3.34996
N  -2.13920  6.46401  1.03469
S  -1.21666  5.12256  0.56036
O  0.15124  5.16634  0.16803
O  -1.97913  4.07925  -0.05929
F  -0.95072  4.65650  2.06910
S  -1.37349  7.53248  0.22698
O  -1.51693  7.49021  -1.19899
O  -0.13141  8.07353  0.76218
F  -2.40881  8.78129  0.53274

Kohn-Sham gap = 3.3 eV
net charge = -3
highest occupied orbital energy = -0.104 Eh
energy above the lowest of the compared OMol25 structures with the same formula, charge and spin = 209.5 kJ/mol

Atom charges from the Mulliken analysis, given in e for atoms 1 to 99: -1.02 0.58 -0.39 -0.04 0.41 0.41 -1.00 0.38 0.35 0.24 0.38 0.28 0.50 -1.74 1.91 -1.35 -0.43 -1.36 1.49 0.85 -0.37 -1.81 -1.18 -1.61 0.26 0.42 0.50 0.42 0.52 0.52 -0.01 0.41 0.60 0.39 0.44 0.36 0.40 0.10 0.42 -0.03 0.61 0.19 -1.46 -0.31 -0.84 1.46 -1.60 -0.31 0.26 0.38 -0.60 0.31 0.18 0.51 0.71 0.25 0.22 0.42 0.33 0.37 0.45 0.24 0.09 -0.74 0.68 0.66 -0.50 -0.14 0.03 -0.47 1.08 -0.52 -0.49 -0.35 0.97 -0.56 -0.33 -0.33 -0.34 1.05 -0.64 -0.50 -0.36 1.06 -0.37 -0.59 -0.34 -0.46 1.05 -0.48 -0.63 -0.35 0.94 -0.29 -0.47 -0.33 0.08 0.90 -0.57

---

This record from OMol25 describes C20H44NO2P3Ti as an isolated structure. The level of theory is ωB97M-V/def2-TZVPD.

Positions of all 71 atoms, in Å:
Ti  0.38858  0.00678  -0.10665
P  -0.10870  0.69584  2.95747
P  2.52942  -0.94414  0.50586
P  -1.24727  -1.97820  0.48640
H  -3.06931  1.94316  -2.89122
C  -3.86293  1.51636  -2.26788
C  -4.08836  2.03301  -1.04944
H  -3.49422  2.88257  -0.69283
C  0.69284  2.27397  3.14027
C  0.57772  -0.53417  4.04367
C  -1.87205  0.87330  3.09039
C  3.53838  -1.07696  -1.00862
C  3.63913  -0.05583  1.63941
C  2.59973  -2.66621  1.07245
C  -3.00887  -1.56335  0.13632
C  -1.48222  -2.91366  2.03983
C  -0.90862  -3.38968  -0.65163
H  -4.43224  0.65925  -2.63764
H  -4.87358  1.62886  -0.40086
H  0.13217  3.07149  2.63650
H  1.71908  2.27727  2.75491
H  0.72400  2.49717  4.21483
H  1.49191  -0.95923  3.61140
H  -0.14513  -1.34027  4.19415
H  0.80505  -0.03281  4.98893
H  -2.30439  1.20937  2.13813
H  -2.07740  1.63075  3.85803
H  -2.33418  -0.07458  3.38783
H  3.28138  -2.00372  -1.53939
H  4.59498  -1.10575  -0.70717
H  3.36128  -0.22303  -1.67560
H  4.56482  -0.64299  1.70776
H  3.20102  0.05675  2.63876
H  3.87051  0.94051  1.23979
H  3.63229  -2.85763  1.38859
H  2.34549  -3.33557  0.24200
H  1.91582  -2.84985  1.90795
H  -3.59811  -2.48541  0.00315
H  -3.12024  -0.93516  -0.75792
H  -3.41514  -0.99958  0.98926
H  -1.99895  -3.85462  1.81434
H  -2.07815  -2.34408  2.75858
H  -0.51750  -3.15081  2.49434
H  -1.50621  -4.26024  -0.33758
H  0.15519  -3.65936  -0.59597
H  -1.14262  -3.14882  -1.69734
C  -0.01604  -0.90666  -3.04773
C  0.93373  -1.68692  -3.74130
C  0.45624  -2.70996  -4.54410
C  -0.91241  -2.85992  -4.77051
C  -1.82777  -1.95350  -4.21870
C  -1.37079  -0.89372  -3.44949
O  0.30651  -0.38549  -1.86713
H  0.19740  0.00880  1.69146
H  1.99366  -1.53942  -3.53334
H  1.17388  -3.38296  -5.01212
H  -1.23095  -3.67511  -5.42612
H  -2.89996  -2.04896  -4.39877
H  -2.05724  -0.14977  -3.02776
C  -0.36248  4.48536  -0.30054
N  1.05915  4.11136  -0.20658
C  2.02979  5.18410  -0.37293
C  1.47762  2.85933  -0.21302
O  0.67887  1.86844  -0.02542
H  -0.36896  5.55940  -0.52259
H  -0.86170  4.30896  0.66267
H  -0.84279  3.90906  -1.10556
H  2.61464  5.35632  0.53895
H  2.72450  4.95844  -1.18829
H  1.47991  6.09524  -0.60042
H  2.55082  2.67692  -0.38421

multiplicity = 2
Kohn-Sham gap (alpha / beta) = 6.3 / 6.2 eV
net charge = +3
highest occupied orbital energy (alpha / beta) = -0.576 / -0.577 Eh
energy above the lowest of the compared OMol25 structures with the same formula, charge and spin = 74.7 kJ/mol

Electronic structure analysis, Mulliken charges in units of e: -0.20 1.19 1.43 0.98 0.27 -0.64 -0.45 0.23 -1.12 -1.01 -1.10 -1.37 -1.18 -1.41 -1.05 -1.23 -0.90 0.34 0.31 0.29 0.32 0.57 0.22 0.40 0.50 0.33 0.50 0.39 0.41 0.52 0.37 0.52 0.30 0.34 0.51 0.38 0.28 0.46 0.08 0.40 0.54 0.37 0.28 0.51 0.21 0.18 0.27 -0.77 -0.54 -0.63 -0.41 0.03 -0.29 -0.01 0.54 0.44 0.42 0.44 -0.03 -0.74 0.13 -0.82 -0.20 -0.57 0.41 0.24 0.31 0.34 0.37 0.31 0.47